Entry from OMol25: a 15-piece molecular cluster, C52H105N7O18 overall (ωB97M-V/def2-TZVPD).

```
182
Properties=species:S:1:pos:R:3:forces:R:3
C 4.551871 -0.528439 7.104996 0.2 -0.4 0.5
C 4.524859 -0.300656 5.602184 -1.2 0.8 -0.1
N 5.648811 -0.839715 4.854183 -1.1 -3.0 1.4
C 6.746628 -0.276924 4.396005 2.7 -0.1 -2.2
C 7.538805 -1.289960 3.871291 -0.5 0.0 0.0
N 6.877654 -2.511202 4.062007 -0.3 2.5 1.2
C 5.750649 -2.187880 4.717724 0.9 1.0 -1.1
C 7.441813 -3.763738 3.561235 -0.6 0.7 -0.2
H 4.365950 -1.618776 7.334011 0.0 1.3 -0.1
H 3.861863 0.144965 7.644290 -0.2 -0.6 -0.6
H 5.496090 -0.265664 7.543867 0.8 0.0 0.1
H 4.448996 0.748387 5.278225 0.0 -0.5 0.5
H 3.629520 -0.818547 5.245359 0.3 0.4 -0.5
H 6.894814 0.770443 4.200636 -0.2 0.2 0.5
H 8.467652 -1.251052 3.300345 -0.5 0.1 0.4
H 4.968644 -2.787121 5.064452 -0.8 -1.2 0.2
H 6.751881 -4.213735 2.857892 0.0 -0.2 -0.1
H 7.628183 -4.489413 4.331415 0.1 -0.1 0.4
H 8.312067 -3.411495 3.070432 1.1 -0.2 -0.4
C 4.388347 3.729799 -2.563122 -0.7 -2.6 1.6
C 3.180544 4.014742 -3.423341 0.1 0.9 -0.3
C 2.548105 2.758159 -3.957902 -1.0 -1.5 -0.1
N 2.285607 2.575295 -5.497238 -1.5 0.3 2.9
C 3.470957 2.871647 -6.254713 0.0 -0.4 -2.6
C 1.144876 3.539294 -5.776603 0.6 -0.2 0.5
C -0.087213 2.812239 -5.342697 -1.6 -0.7 1.0
C 0.182917 1.267793 -5.351411 1.2 0.0 0.2
C 1.695171 1.156669 -5.648227 -0.1 0.4 -0.6
H 5.115070 4.498784 -2.604273 0.7 0.8 0.2
H 4.829833 2.777005 -2.889549 0.4 0.4 -0.4
H 4.115450 3.423894 -1.518049 0.0 1.0 -0.7
H 3.633552 4.642595 -4.186922 -0.6 0.2 -0.7
H 2.415038 4.606314 -2.904823 0.3 -0.1 -0.1
H 1.571077 2.578142 -3.483069 0.2 0.3 -0.1
H 3.110862 1.871811 -3.715123 0.6 -0.2 0.0
H 3.844991 1.960886 -6.730565 0.4 -0.1 0.7
H 4.194218 3.382099 -5.655295 0.5 0.2 0.0
H 3.142272 3.456005 -7.142918 0.5 0.1 0.7
H 1.089861 3.695551 -6.838100 0.3 0.2 -0.6
H 1.337974 4.493487 -5.227083 -0.2 -0.8 -0.6
H -0.926158 3.148783 -5.977066 0.2 -0.4 0.3
H -0.367507 3.038684 -4.312205 0.0 0.4 0.0
H -0.324527 0.723179 -6.144919 -0.3 0.1 0.1
H -0.000587 0.739193 -4.384441 -0.3 0.8 -0.7
H 1.850495 0.898510 -6.678314 0.0 0.1 -0.8
H 2.293347 0.383204 -5.146875 0.0 0.6 0.4
C -8.827820 1.285319 -0.159404 -1.5 -1.1 -1.4
C -8.010354 0.546872 0.830869 0.2 -1.7 1.6
C -6.623946 0.434682 0.303292 1.6 -0.5 0.5
N -5.717353 -0.637052 0.969299 0.5 -0.1 -0.3
C -5.595332 -0.367761 2.455323 0.4 0.7 -1.5
C -4.339399 -0.458266 0.332828 -0.6 -1.1 -0.6
C -4.618601 -0.894289 -1.118889 0.6 0.0 0.2
C -5.537347 -2.161251 -0.954272 1.2 -0.5 0.7
C -6.020967 -2.095519 0.533609 -1.0 0.5 0.1
H -8.812362 0.731005 -1.150560 0.3 0.8 0.9
H -8.440647 2.280370 -0.251753 -0.1 0.7 -0.3
H -9.906759 1.273754 0.073552 0.5 0.4 0.3
H -8.404572 -0.465650 1.058862 -0.1 0.5 -0.2
H -7.885692 1.062334 1.798935 -0.6 0.0 -0.3
H -6.173774 1.404771 0.570509 0.5 -0.2 -0.5
H -6.512968 0.204962 -0.753823 -0.8 0.4 0.2
H -4.532484 -0.307002 2.563330 0.5 0.3 0.8
H -5.921167 -1.209627 2.981098 -0.8 -1.1 0.9
H -6.075947 0.583934 2.716987 0.1 -0.3 0.1
H -3.605670 -1.212859 0.737192 -0.9 0.9 0.2
H -4.064738 0.573336 0.523966 0.4 0.1 -0.3
H -3.653249 -1.037443 -1.639937 -0.7 -0.3 0.2
H -5.132959 -0.098605 -1.626042 0.1 0.2 -0.5
H -4.863764 -3.048853 -1.113437 -1.0 0.6 0.4
H -6.396064 -2.261051 -1.635027 0.5 0.4 0.0
H -5.543773 -2.841838 1.201651 0.3 0.7 -0.4
H -7.107123 -2.260496 0.677171 0.5 0.2 -0.3
C -0.893797 0.878383 1.804912 -0.2 0.9 -0.5
C 0.159988 0.743299 0.713493 0.1 -0.8 -1.1
C 1.138859 -0.369108 1.119621 0.2 0.5 0.2
N 2.104135 -0.862255 0.091306 0.7 0.2 -2.1
C 2.656838 0.284937 -0.697615 0.2 1.3 -0.4
C 3.236075 -1.665288 0.690172 -0.1 0.9 1.3
C 2.686935 -3.048255 0.973979 -0.2 -0.8 -2.3
C 1.420966 -3.155630 -0.049311 1.7 0.0 0.6
C 1.552715 -1.873252 -0.883696 -1.6 -0.3 0.1
H -0.558359 0.484840 2.727053 0.4 -0.5 1.1
H -1.842617 0.415170 1.542757 0.0 -0.1 0.0
H -1.078536 1.928328 2.015977 -0.2 0.2 -0.1
H 0.754416 1.650260 0.564594 -0.4 0.0 0.0
H -0.365206 0.506717 -0.254761 0.7 0.2 0.7
H 0.636667 -1.216077 1.542259 -0.3 -0.6 0.1
H 1.785274 0.002929 1.910338 -0.1 0.2 0.1
H 3.387211 0.839731 -0.104008 0.0 -0.2 0.2
H 1.928041 1.081328 -0.992658 0.2 -1.0 0.3
H 3.158472 -0.088095 -1.595622 0.0 -0.2 0.2
H 4.047745 -1.640154 -0.030468 0.0 -0.1 -0.1
H 3.499331 -1.135707 1.623018 0.2 -0.3 -0.4
H 3.458721 -3.826296 0.741165 -0.7 0.6 0.3
H 2.413534 -3.127039 1.998219 -0.4 -0.2 0.7
H 1.457213 -4.037162 -0.686847 0.2 0.0 0.0
H 0.510689 -3.253216 0.524014 -0.3 0.4 0.0
H 2.191674 -1.987062 -1.779913 0.2 0.2 0.8
H 0.597338 -1.498695 -1.262199 0.0 0.0 0.1
C 0.967643 3.682164 4.101573 1.5 -0.1 -0.4
C 2.490256 3.681919 3.897053 -2.0 -0.1 -0.6
O 2.965254 4.492435 3.101001 0.6 -0.8 1.2
N 3.189146 2.848456 4.718363 0.3 0.4 0.0
H -15.416732 8.315520 8.663082 0.0 0.0 0.0
H 2.848524 1.989820 5.136459 -1.1 0.2 -0.5
C 4.567179 3.105968 4.794343 2.0 -0.8 -0.5
H 0.648468 4.383684 3.364389 -0.7 0.2 -0.5
H 0.867109 4.143234 5.064174 -0.5 0.0 0.7
H 0.491797 2.708458 4.044261 0.1 -0.1 0.1
H 5.049186 2.774050 5.710468 -0.3 -0.4 0.4
H 4.706526 4.160913 4.816658 0.4 0.9 -0.5
H 5.157775 2.624474 3.958264 -0.4 0.7 0.5
C -4.160280 5.412448 -2.306046 0.4 -2.5 -0.8
C -3.825787 4.146934 -2.691924 0.2 0.4 -0.7
O -2.991399 3.272430 -2.708105 0.1 0.2 0.5
N -5.071214 3.557816 -3.717054 -0.7 -0.4 1.2
H -4.974837 2.572152 -3.498162 -0.1 -0.1 0.0
H -5.979991 3.889010 -3.350529 0.6 -0.3 -0.4
C -4.947628 3.804538 -5.116272 -1.3 1.7 -1.9
H -3.434431 5.741920 -1.619994 0.3 1.3 0.8
H -2.665517 -0.373031 -3.952237 1.0 2.5 1.5
H -5.116401 5.784748 -2.600297 -0.1 0.6 0.3
H -5.036819 4.877232 -5.297976 0.1 0.2 0.3
H -5.819395 3.409885 -5.616268 -0.2 -0.5 -0.4
H -4.086151 3.546934 -5.713871 0.7 -0.8 0.9
C -2.175509 -3.124985 -5.308944 -1.1 0.6 -0.2
C -2.118809 -2.067449 -4.223873 -0.5 0.1 -1.0
O -3.095578 -1.114068 -4.278922 -1.8 -2.3 -2.2
O -1.279445 -1.878541 -3.403445 1.6 -0.7 0.8
H -2.090873 -4.138237 -4.971378 0.2 -0.2 0.5
H -1.409713 -2.950377 -6.060667 0.3 0.1 0.2
H -3.130087 -3.102386 -5.853483 0.1 0.3 0.3
C 5.132094 -2.748626 -5.586275 -0.9 -1.6 0.3
C 4.580832 -1.585958 -4.819701 -1.8 2.6 1.5
O 4.563341 -1.486366 -3.550389 0.9 -1.2 -1.1
O 3.965679 -0.672470 -5.476126 0.7 -0.7 -0.7
H 6.143378 -3.063905 -5.414887 0.6 0.2 0.5
H 4.980482 -2.682759 -6.641806 0.0 0.6 -0.7
H 4.503498 -3.627875 -5.326535 0.3 0.4 0.2
C 0.541531 5.256915 0.314084 1.5 -0.2 -1.2
C 0.830011 4.190484 -0.793240 -1.7 0.6 0.4
O 1.776159 3.407422 -0.637759 0.9 -0.6 -0.1
O -0.030989 4.148271 -1.713805 0.6 0.1 -0.3
H 1.480119 5.544066 0.776932 0.2 -0.2 0.3
H -0.096648 4.807172 1.037034 -0.7 -0.2 0.6
H 0.128841 6.147263 -0.130819 -0.6 0.2 -0.1
C 0.275489 -1.682173 4.542916 0.1 1.2 -0.3
C 1.446453 -0.691930 4.361363 -0.6 2.6 0.6
O 2.432090 -1.154761 3.722005 -0.2 0.5 0.6
O 1.291928 0.562049 4.782565 0.8 -3.8 -1.0
H -0.127062 -1.686014 5.550850 0.3 -0.2 0.3
H 0.641075 -2.651176 4.188487 -0.6 0.1 0.1
H -0.567864 -1.241822 3.973026 0.4 -0.7 -0.1
C -5.083878 4.341277 4.152904 0.1 -1.8 -1.3
C -5.918437 3.479617 3.179335 0.1 -0.9 -0.1
O -6.639350 2.552279 3.691508 0.5 1.1 -0.9
O -5.670239 3.618214 1.944331 -0.7 -0.3 0.9
H -4.202607 3.670996 4.210983 -0.3 0.4 0.7
H -5.598688 4.465991 5.090496 0.1 0.2 0.3
H -4.708934 5.200828 3.637225 -0.1 0.9 0.0
C -0.080271 -5.801015 -3.451125 1.1 -0.4 0.5
C -0.897254 -5.952427 -4.701621 -1.0 0.6 -0.8
O -2.145582 -6.247394 -4.703826 1.7 0.0 0.3
O -0.337193 -5.586856 -5.771019 -0.3 -0.6 0.3
H 0.589588 -4.928619 -3.584485 -0.5 -0.3 0.2
H 0.616702 -6.648053 -3.294051 -0.4 0.2 -0.3
H -0.656690 -5.735528 -2.533205 -0.3 0.2 0.0
C 4.348468 -7.343333 3.946806 0.5 0.6 -0.1
C 5.235418 -6.733315 2.821322 0.0 0.2 0.0
O 5.735997 -5.587019 3.038717 -0.6 -0.4 0.8
O 5.356564 -7.333633 1.757997 -0.1 -0.9 -0.5
H 3.585962 -7.989673 3.569463 -0.4 -0.4 -0.6
H 3.889278 -6.488555 4.402440 -0.5 0.4 0.5
H 4.835557 -7.897239 4.747170 0.6 0.1 -0.1
C -3.330933 -5.753044 2.861188 1.0 -0.1 1.0
C -4.420588 -4.818356 2.389124 1.4 -1.4 0.5
O -4.410014 -4.461945 1.212463 -0.1 0.9 -2.1
O -5.253678 -4.529838 3.235945 -1.7 1.0 1.2
H -2.527532 -5.996414 2.158830 -0.2 0.3 -0.2
H -3.814522 -6.699165 3.121369 0.1 0.1 0.3
H -2.870661 -5.273303 3.774342 -0.5 -0.8 -0.8
```
Positions in Å, forces in eV/Å.

Properties
Kohn-Sham gap in eV: 0.7007
Relative energy (zero: lowest compared OMol25 entry of this formula, charge and spin) in kcal/mol: 364.9
Charge: -2
DFT total energy in Eh: -3781.50828

Atomic partial charges in e from the Löwdin method, atoms 1 to 99:
1. C -0.05
2. C -0.18
3. N -0.04
4. C -0.04
5. C 0.00
6. N -0.04
7. C 0.03
8. C 0.00
9. H 0.10
10. H 0.09
11. H 0.06
12. H 0.09
13. H 0.08
14. H 0.13
15. H 0.13
16. H 0.16
17. H 0.05
18. H 0.10
19. H 0.07
20. C -0.09
21. C -0.24
22. C -0.09
23. N -0.24
24. C 0.00
25. C -0.11
26. C -0.15
27. C -0.11
28. C -0.09
29. H 0.05
30. H 0.08
31. H 0.08
32. H 0.10
33. H 0.11
34. H 0.12
35. H 0.12
36. H 0.11
37. H 0.09
38. H 0.11
39. H 0.11
40. H 0.15
41. H 0.12
42. H 0.10
43. H 0.11
44. H 0.12
45. H 0.12
46. H 0.10
47. C -0.11
48. C -0.26
49. C -0.14
50. N -0.23
51. C 0.06
52. C -0.11
53. C -0.16
54. C -0.11
55. C -0.07
56. H 0.09
57. H 0.07
58. H 0.08
59. H 0.12
60. H 0.11
61. H 0.13
62. H 0.10
63. H 0.09
64. H 0.09
65. H 0.08
66. H 0.16
67. H 0.13
68. H 0.11
69. H 0.07
70. H 0.12
71. H 0.11
72. H 0.09
73. H 0.13
74. C -0.06
75. C -0.18
76. C -0.12
77. N -0.25
78. C 0.00
79. C -0.12
80. C -0.09
81. C -0.09
82. C -0.10
83. H 0.03
84. H 0.05
85. H 0.08
86. H 0.08
87. H 0.13
88. H 0.12
89. H 0.12
90. H 0.11
91. H 0.09
92. H 0.09
93. H 0.13
94. H 0.12
95. H 0.13
96. H 0.08
97. H 0.10
98. H 0.10
99. H 0.14